ORCA calculation (the ωB97M-V functional and the def2-TZVPD basis) on 2 unconnected molecules or ions with the total composition C4H13NOS.

XYZ file:
```
20
Properties=species:S:1:pos:R:3:mulliken_charge:R:1
C -0.439 -1.129 2.503 -0.8323
N 0.301 -0.811 1.289 -0.2442
C 0.299 0.467 0.619 0.0720
C 1.408 0.500 -0.426 -1.4298
C -1.123 0.677 -0.058 -0.5143
S -1.377 2.318 -0.394 -0.2437
H 0.356 -0.982 3.255 0.3124
H -0.880 -2.157 2.704 0.2466
H -1.213 -0.408 2.619 0.2642
H 0.982 -1.458 0.845 0.1978
H 0.151 1.337 1.181 0.3901
H 1.575 1.542 -0.791 0.3001
H 1.084 -0.117 -1.351 0.3238
H 2.387 0.222 -0.223 0.4980
H -2.036 0.109 0.385 0.3346
H -0.978 0.317 -1.067 0.2280
H -2.578 2.226 -0.815 0.0952
O 2.015 -3.436 -2.462 -0.6247
H 1.900 -3.290 -3.379 0.3088
H 2.189 -4.359 -2.209 0.3174
```

- energy relative to the best compared isomer or geometry (same formula, charge and spin) (kJ/mol) = 251.9
- strongest force on any atom (eV/Å) = 4.019
- LUMO level (hartree) = 0.0293
- Kohn-Sham gap (eV) = 8.67
- SMILES string = CN[C@@H](C)CS.O
- E_HOMO (eV) = -7.9
- molecular weight (g/mol) = 123.2


ORCA calculation (the ωB97M-V functional and the def2-TZVPD basis) on a molecular structure, C21H63HfN11O8P3.

XYZ file:
```
107
Properties=species:S:1:pos:R:3:mulliken_charge:R:1
Hf 0.747 -0.367 1.763 1.9600
C -1.425 0.513 -1.180 -1.3797
O -0.650 0.169 -0.060 1.7541
H -2.219 1.098 -0.715 0.6065
H -0.916 1.125 -1.925 0.1691
H -1.820 -0.362 -1.696 0.2443
O 2.331 -0.931 0.144 -0.7454
P 3.269 -1.087 -1.032 -0.1493
N 3.502 -2.745 -1.397 0.2299
C 3.557 -3.774 -0.322 -1.0119
C 3.930 -3.252 -2.654 -1.0924
N 4.879 -0.453 -0.745 0.2491
C 6.040 -1.036 -1.431 -0.9329
C 5.162 0.760 -0.066 -0.8891
N 2.719 -0.400 -2.527 0.8456
C 3.667 0.257 -3.503 -1.2797
C 1.409 -0.588 -3.043 -0.5437
H 3.142 -3.323 0.579 0.2218
H 4.571 -4.121 -0.125 0.3304
H 2.943 -4.643 -0.561 0.3331
H 3.111 -3.883 -2.998 0.3000
H 4.771 -3.928 -2.503 0.4877
H 4.234 -2.485 -3.367 0.2585
H 6.111 -0.684 -2.460 0.2982
H 7.020 -0.922 -0.968 0.4065
H 5.899 -2.108 -1.569 0.2415
H 5.616 1.422 -0.803 0.4143
H 4.320 1.263 0.410 0.0581
H 5.958 0.587 0.659 0.3664
H 3.152 1.055 -4.038 0.4237
H 4.454 0.770 -2.951 0.4305
H 4.045 -0.455 -4.238 0.2463
H 1.032 0.434 -3.065 0.3028
H 0.857 -1.185 -2.317 -0.5123
H 1.436 -0.988 -4.057 0.4584
O -0.126 1.711 2.318 -1.0751
P -0.973 2.950 2.450 0.1231
N -2.634 2.645 2.235 0.7069
C -3.641 3.712 2.011 -1.2068
C -3.264 1.318 2.340 -0.8793
N -0.584 4.183 1.305 0.4355
C -0.990 3.940 -0.067 0.1932
C 0.738 4.854 1.438 -1.1949
N -0.986 3.762 3.919 0.2577
C -1.053 2.790 5.093 -0.8372
C -1.531 5.115 4.164 -1.0029
H -4.044 4.155 2.921 0.2489
H -4.372 3.362 1.283 0.4523
H -3.161 4.530 1.473 0.4491
H -4.047 1.160 1.599 0.4437
H -3.674 1.321 3.350 0.4402
H -2.528 0.529 2.183 -0.1477
H -0.420 3.066 -0.380 -0.7361
H -2.062 3.778 -0.179 -0.5314
H -0.656 4.691 -0.783 0.8311
H 0.707 5.566 2.263 0.3362
H 1.541 4.138 1.618 0.3558
H 0.949 5.396 0.516 0.4175
H -0.874 3.238 6.071 0.4034
H -2.053 2.360 5.053 0.3185
H -0.285 2.016 5.106 0.1774
H -1.117 5.501 5.095 0.3603
H -2.590 4.960 4.372 0.3832
H -1.457 5.811 3.329 0.3304
O -0.312 -2.417 1.293 -1.1321
P -1.217 -3.420 0.655 0.3359
N -1.892 -4.586 1.690 0.2601
C -1.619 -4.562 3.124 -1.1000
C -2.858 -5.609 1.301 -0.8234
N -0.513 -4.366 -0.575 0.5340
C 0.026 -5.711 -0.292 -1.0923
C 0.119 -3.756 -1.748 -0.9494
N -2.673 -2.732 -0.120 0.5636
C -3.347 -3.349 -1.310 -1.1371
C -3.552 -1.838 0.602 -0.8799
H -0.702 -4.071 3.451 0.2863
H -1.425 -5.591 3.428 0.4438
H -2.450 -4.125 3.677 0.3439
H -2.427 -6.242 0.525 0.2905
H -3.763 -5.229 0.827 0.2282
H -3.124 -6.294 2.105 0.4386
H 1.090 -5.791 -0.518 0.2254
H -0.072 -5.960 0.765 0.4089
H -0.477 -6.534 -0.800 0.3816
H 1.156 -3.451 -1.609 -0.0216
H 0.078 -4.364 -2.652 0.5270
H -0.428 -2.932 -2.206 0.3268
H -2.705 -3.979 -1.925 0.3993
H -4.190 -3.968 -1.001 0.4169
H -3.799 -2.583 -1.939 0.4303
H -4.592 -1.692 0.309 0.4881
H -3.164 -0.820 0.576 -0.1535
H -3.521 -2.215 1.624 0.3894
C 1.750 3.327 -1.830 -0.6201
N 2.321 2.792 -0.540 0.5049
O 3.344 3.354 -0.166 -0.4736
O 1.701 1.868 -0.038 0.2564
H 2.053 4.373 -1.870 0.3759
H 0.672 3.191 -1.915 0.2217
H 2.293 2.841 -2.641 0.1203
C -3.024 3.666 -2.981 -0.6128
N -3.806 4.463 -1.977 0.9789
O -3.368 5.508 -1.654 -0.5008
O -4.781 3.970 -1.440 -0.5599
H -2.087 4.195 -3.157 0.2933
H -3.639 3.620 -3.880 0.3823
H -2.741 2.729 -2.502 0.0508
```

- strongest force on any atom (eV/Å) = 10.790
- LUMO level (spin up / spin down) (hartree) = -0.5167 / -0.5542
- Kohn-Sham gap (spin up / spin down) (eV) = 4.21 / 2.21
- 2S+1 = 2
- E_HOMO (spin up / spin down) (eV) = -18.3 / -17.3
- total charge = +4
- molecular weight (g/mol) = 869.2


ORCA calculation (the ωB97M-V functional and the def2-TZVPD basis) on 11 unconnected molecules or ions with the total composition C4H33N2O10.

XYZ file:
```
49
Properties=species:S:1:pos:R:3:mulliken_charge:R:1
C 0.354 0.171 -0.289 -1.0058
C -1.134 0.273 0.050 0.4021
C -1.798 -0.978 -0.532 -0.3037
C -3.324 -0.968 -0.393 -0.8830
N -3.839 -1.839 0.656 -0.5354
N 1.194 1.223 0.311 0.2012
H 0.725 -0.808 0.001 0.0689
H 0.423 0.226 -1.371 0.3893
H -1.544 1.130 -0.482 -0.4518
H -1.225 0.353 1.135 0.2612
H -1.455 -1.052 -1.569 0.3213
H -1.380 -1.909 -0.155 0.2962
H -3.729 -1.357 -1.316 0.2317
H -3.706 0.048 -0.313 0.4478
H -3.959 -1.422 1.562 0.2579
H -3.315 -2.699 0.654 0.2440
H 1.127 1.097 1.332 0.4087
H 0.880 2.139 -0.005 0.2228
H 2.191 1.198 0.097 0.4545
H 4.073 -0.332 -0.340 0.2978
H 2.878 -1.225 -0.052 0.3043
O 3.335 -0.436 0.272 -0.5975
H 3.115 -3.652 0.919 0.2815
H 2.052 -4.441 0.201 0.2815
O 2.393 -3.543 0.289 -0.5554
H 0.867 -2.929 -1.936 0.2806
H 1.631 -2.530 -3.127 0.2761
O 1.003 -2.153 -2.497 -0.5641
H 0.351 4.743 1.230 0.2831
H -0.769 3.788 1.787 0.2915
O -0.279 4.053 1.004 -0.5671
H -3.215 -3.169 -2.381 0.3066
H -2.241 -3.462 -3.487 0.3100
O -2.302 -3.446 -2.526 -0.6020
H -1.238 -2.107 4.244 0.2798
H -1.586 -2.555 2.832 0.3045
O -1.161 -1.840 3.320 -0.5991
H -2.419 2.778 -1.600 0.3175
H -1.296 3.725 -1.258 0.3184
O -2.084 3.654 -1.813 -0.6340
H 3.784 3.483 0.416 0.3039
H 3.482 2.447 1.606 0.3115
O 3.142 3.147 1.045 -0.6353
H 0.678 -0.892 2.661 0.3067
H 0.973 0.247 3.621 0.2881
O 1.253 -0.119 2.774 -0.6215
H 1.792 2.274 -2.806 0.2368
H 1.523 3.581 -2.265 0.2662
O 1.465 2.653 -1.977 -0.4981
```

- energy relative to the best compared isomer or geometry (same formula, charge and spin) (kJ/mol) = 136.2
- strongest force on any atom (eV/Å) = 1.447
- LUMO level (hartree) = -0.0910
- Kohn-Sham gap (eV) = 8.96
- E_HOMO (eV) = -11.4
- total charge = +1
- molecular weight (g/mol) = 269.3


ORCA calculation (the ωB97M-V functional and the def2-TZVPD basis) on a molecular structure, C17H33HgO11S4.

XYZ file:
```
66
Properties=species:S:1:pos:R:3:mulliken_charge:R:1
Hg -19.955 13.435 -34.405 0.7457
O -20.404 18.718 -33.248 -0.3311
C -20.238 17.392 -33.479 0.8211
O -20.062 16.519 -32.603 -0.3125
O -20.093 16.929 -34.608 -0.3228
H -20.505 18.997 -34.161 0.3279
C -23.288 19.035 -27.990 -0.5575
C -22.719 17.997 -27.017 -0.4868
C -23.823 17.562 -26.051 -0.6793
S -25.492 18.168 -26.777 1.0578
O -25.846 19.381 -26.036 -0.6198
O -26.438 17.101 -26.952 -0.6247
C -24.736 18.676 -28.363 -0.7534
H -22.685 19.016 -28.898 0.3142
H -23.281 20.046 -27.583 0.3331
H -21.868 18.445 -26.504 0.2842
H -22.347 17.224 -27.690 0.2676
H -23.719 18.016 -25.066 0.3264
H -23.974 16.504 -25.835 0.3749
H -25.393 19.367 -28.891 0.4559
H -24.752 17.701 -28.851 0.3075
C -20.980 21.257 -40.959 -0.5943
C -21.904 20.159 -40.384 -0.6558
C -21.189 19.400 -39.236 -0.6157
S -19.967 20.671 -38.492 1.0221
O -18.545 20.241 -38.598 -0.6327
O -20.484 21.103 -37.183 -0.6028
C -20.268 21.933 -39.783 -0.7003
H -21.635 21.866 -41.583 0.3361
H -20.301 20.693 -41.598 0.3137
H -22.038 19.483 -41.229 0.2944
H -22.912 20.509 -40.162 0.3611
H -20.573 18.553 -39.537 0.3682
H -21.877 18.980 -38.503 0.3625
H -19.373 22.483 -40.073 0.4324
H -20.977 22.628 -39.333 0.3620
C -14.682 15.978 -32.691 -0.5608
C -15.243 16.732 -31.438 -0.5111
C -15.821 15.718 -30.492 -0.6157
S -15.601 14.000 -31.253 0.9937
O -16.788 13.645 -32.040 -0.6200
O -15.013 13.011 -30.339 -0.6262
C -14.343 14.549 -32.423 -0.6889
H -13.848 16.529 -33.125 0.3681
H -15.555 16.074 -33.337 0.2440
H -16.050 17.384 -31.770 0.2023
H -14.485 17.281 -30.879 0.3162
H -16.843 15.854 -30.139 0.4258
H -15.179 15.715 -29.611 0.3187
H -14.263 13.885 -33.283 0.4120
H -13.317 14.509 -32.056 0.3600
C -24.106 25.847 -31.243 -0.6946
C -23.860 24.402 -30.910 -0.5956
C -23.208 23.595 -32.036 -0.4813
S -23.593 24.600 -33.547 1.0704
O -24.330 23.801 -34.530 -0.6542
O -22.403 25.329 -33.978 -0.6292
C -24.705 25.822 -32.688 -0.7653
H -23.228 26.486 -31.339 0.3325
H -24.771 26.398 -30.579 0.3768
H -24.843 23.976 -30.709 0.3198
H -23.248 24.523 -30.016 0.2871
H -23.848 22.720 -32.137 0.2553
H -22.158 23.303 -32.017 0.4157
H -25.718 25.424 -32.633 0.3327
H -24.817 26.720 -33.296 0.4325
```

- energy relative to the best compared isomer or geometry (same formula, charge and spin) (kJ/mol) = 755.5
- strongest force on any atom (eV/Å) = 3.391
- LUMO level (hartree) = -0.3767
- Kohn-Sham gap (eV) = 1.44
- E_HOMO (eV) = -11.7
- total charge = +1
- molecular weight (g/mol) = 742.3


ORCA calculation (the ωB97M-V functional and the def2-TZVPD basis) on a molecular structure, C24H27F4N5SZr.

XYZ file:
```
62
Properties=species:S:1:pos:R:3:mulliken_charge:R:1
Zr 0.041 0.129 0.239 -0.0849
C -1.719 -1.136 -4.068 -1.4329
C -0.890 -1.026 -2.797 -0.6371
N -1.489 -0.199 -1.702 1.1566
C -2.830 -0.693 -1.322 0.1169
C -2.835 -2.164 -0.938 -1.5432
C -1.549 1.237 -2.098 -0.7588
C -0.138 1.833 -2.285 -1.0567
N 0.783 1.162 -1.369 0.2190
C 2.043 0.795 -1.841 -0.6419
C 2.477 -0.493 -1.552 0.9306
F 1.562 -1.284 -0.847 -0.4802
C 3.704 -0.995 -1.911 0.0143
F 4.037 -2.233 -1.573 -0.2866
C 4.562 -0.186 -2.632 -0.4696
C 4.153 1.094 -2.959 0.0092
F 4.960 1.885 -3.647 -0.2793
C 2.915 1.591 -2.573 0.7462
F 2.564 2.839 -2.874 -0.3031
H -1.166 -1.737 -4.788 0.4546
H -1.905 -0.170 -4.535 0.2973
H -2.676 -1.632 -3.904 0.3056
H 0.082 -0.593 -3.027 0.1905
H -0.696 -2.020 -2.393 0.5140
H -3.555 -0.500 -2.117 0.4554
H -3.159 -0.103 -0.459 -0.4473
H -2.734 -2.812 -1.806 0.3416
H -3.775 -2.421 -0.452 0.4669
H -2.023 -2.404 -0.243 0.3218
H -2.087 1.781 -1.315 0.3267
H -2.126 1.359 -3.017 0.5447
H -0.181 2.908 -2.101 0.4225
H 0.199 1.696 -3.314 0.4605
H 5.535 -0.546 -2.937 0.5466
C -2.332 -1.945 3.656 -1.0968
C -1.313 -2.174 4.576 -0.4443
C -0.020 -1.797 4.272 -1.1764
C 0.262 -1.197 3.047 1.5099
N -0.740 -0.985 2.157 0.0770
C -1.996 -1.352 2.465 -0.1128
C 1.616 -0.718 2.672 0.8656
C 2.729 -1.125 3.405 -1.1345
C 3.978 -0.591 3.129 -0.7707
C 4.127 0.357 2.125 -0.8351
C 3.033 0.718 1.354 -0.2786
C 1.761 0.186 1.592 0.8364
H -3.355 -2.225 3.862 0.4718
H -1.531 -2.639 5.528 0.4519
H 0.766 -1.953 4.994 0.3620
H -2.752 -1.165 1.711 0.4309
H 2.643 -1.859 4.194 0.3843
H 4.836 -0.908 3.706 0.4354
H 5.097 0.797 1.935 0.4532
H 3.175 1.439 0.556 0.5376
N -2.515 3.925 2.442 -0.3968
C -2.381 2.851 1.679 0.9296
N -3.480 2.246 1.240 -0.2859
S -0.765 2.366 1.339 -0.2718
H -3.414 4.324 2.664 0.2100
H -1.694 4.393 2.791 0.2366
H -4.400 2.595 1.464 0.2431
H -3.420 1.474 0.604 -0.0513
```

- energy relative to the best compared isomer or geometry (same formula, charge and spin) (kJ/mol) = 91.7
- strongest force on any atom (eV/Å) = 0.852
- LUMO level (hartree) = -0.2494
- Kohn-Sham gap (eV) = 7.34
- E_HOMO (eV) = -14.1
- total charge = +2
- molecular weight (g/mol) = 584.8